No. 1
Entry from the OMol25 dataset: C50H65BBrCsN10O2PS3 as an isolated structure at a distorted geometry (wB97M-V/def2-TZVPD).

Properties
**HOMO energy**: -10.16 eV
**Orbital gap**: 6.81 eV
**Energy**: -184958.569 eV
**LUMO**: -3.35 eV

```
! wB97M-V def2-TZVPD RIJCOSX def2/J DEFGRID3
* xyz 1 1
Cs -1.40113 1.10348 0.50902
C 2.06686 -0.64169 4.60777
C 2.57663 -0.26527 3.26139
C 3.78680 0.32748 3.05417
C 4.21269 0.61508 1.72393
N 3.46642 0.29903 0.71302
N 2.27519 -0.27570 0.89364
B 1.61196 -0.67223 -0.33796
N 1.84694 0.06729 -1.55963
N 1.99987 -0.71790 -2.63724
C 2.28614 -0.21473 -3.79140
C 2.47908 1.19339 -3.94476
C 2.29182 2.01651 -2.87377
C 2.43961 3.49544 -2.94186
C 1.89457 1.43734 -1.62113
S 1.43826 2.35376 -0.31951
C 2.42080 -1.18811 -4.94210
C 3.87200 -1.17449 -5.43522
C 1.46571 -0.77638 -6.06785
C 2.06421 -2.60073 -4.47378
N 1.05382 -2.01359 -0.42309
N 1.74455 -2.93132 0.26067
C 1.41671 -4.18104 0.18541
C 0.31965 -4.60475 -0.62052
C -0.39926 -3.68473 -1.32281
C -1.54707 -4.05071 -2.19710
C -0.04087 -2.30275 -1.18912
S -0.92341 -1.06109 -1.84844
C 2.29372 -5.16228 0.92259
C 2.94441 -6.08098 -0.11828
C 1.45414 -5.97166 1.91412
C 3.38863 -4.41641 1.68609
C 1.74403 -0.52978 2.12790
S 0.17793 -1.05376 2.27828
C 5.53659 1.25863 1.35665
C 6.27867 0.29765 0.41707
C 6.40924 1.55057 2.57506
C 5.23537 2.56453 0.60785
H 2.79499 -0.41373 5.37928
H 1.84058 -1.70756 4.62429
H 1.13163 -0.12460 4.81898
H 4.41056 0.58133 3.89633
H 2.75159 1.60671 -4.90474
H 2.75356 3.81194 -3.93182
H 3.17122 3.83151 -2.20727
H 1.49606 3.97654 -2.68109
H 4.16549 -0.19441 -5.80214
H 3.98400 -1.89413 -6.24157
H 4.54538 -1.45521 -4.62834
H 1.71375 0.20296 -6.46766
H 0.44184 -0.75583 -5.70107
H 1.52229 -1.49804 -6.87843
H 2.72427 -2.91470 -3.66975
H 2.16411 -3.29690 -5.30158
H 1.04077 -2.63440 -4.10956
H 0.05658 -5.65167 -0.66729
H -1.55571 -5.11872 -2.39677
H -1.48943 -3.49842 -3.13386
H -2.48782 -3.77215 -1.72032
H 2.20557 -6.66213 -0.66374
H 3.62605 -6.76439 0.37951
H 3.51008 -5.48986 -0.83524
H 0.68943 -6.55928 1.41370
H 0.97022 -5.30416 2.62330
H 2.10119 -6.64824 2.46581
H 3.99463 -3.82507 1.00487
H 4.02651 -5.13438 2.19350
H 2.95210 -3.74893 2.42455
H 6.47786 -0.64993 0.91403
H 7.22501 0.73862 0.11628
H 5.68241 0.10506 -0.47102
H 6.62833 0.63951 3.12694
H 5.93226 2.26642 3.24033
H 7.35174 1.97764 2.24130
H 4.61688 2.35679 -0.26141
H 6.16014 3.02914 0.27544
H 4.70683 3.26591 1.25076
O -7.74715 5.53444 -0.24276
N -6.87351 5.86778 -1.01331
O -6.91773 6.83714 -1.73692
C -5.69232 5.03371 -1.11398
C -5.05494 5.03403 -2.31574
C -3.92384 4.21603 -2.54695
C -3.26713 4.19570 -3.79109
C -2.18481 3.36770 -3.95231
C -1.78874 2.57531 -2.86702
N -2.38568 2.57550 -1.69864
C -3.44193 3.37890 -1.51072
C -4.09766 3.40294 -0.22147
N -3.59832 2.63870 0.75782
C -4.14354 2.68633 1.94912
C -5.23434 3.49772 2.26657
C -5.78418 4.27591 1.27658
C -5.22723 4.24072 -0.01468
H -5.42936 5.66214 -3.11128
H -3.62752 4.82617 -4.59330
H -1.65201 3.31460 -4.88897
H -0.94676 1.89994 -2.96882
H -3.69476 2.05409 2.70439
H -5.63322 3.51020 3.26891
H -6.63789 4.90389 1.48378
Br -1.09145 5.01600 0.97810
C -0.55044 4.28836 2.63982
C -0.12803 5.13454 3.65568
C 0.25782 4.54849 4.84825
C 0.20123 3.16597 4.96991
C -0.25163 2.42960 3.88780
N -0.61971 2.97880 2.74038
H -0.10838 6.20313 3.51158
H 0.59294 5.16054 5.67178
H 0.49338 2.67755 5.88553
H -0.33485 1.35173 3.93153
C -4.21574 -1.31271 4.21632
C -4.89058 -1.25513 2.85425
P -3.70007 -1.03490 1.44852
C -4.96814 -1.22661 0.10587
C -4.39741 -1.09846 -1.29942
C -2.83340 -2.68336 1.44465
C -3.65206 -3.96767 1.40513
H -4.96414 -1.36784 5.00354
H -3.60531 -0.42633 4.38521
H -3.57663 -2.18809 4.29885
H -5.56672 -0.39527 2.80916
H -5.48448 -2.15678 2.67967
H -5.70474 -0.43480 0.27854
H -5.47998 -2.18570 0.23563
H -3.97164 -0.10819 -1.46206
H -5.17620 -1.26162 -2.04328
H -3.60937 -1.82840 -1.46991
H -2.20731 -2.67373 2.34278
H -2.14535 -2.65292 0.59473
H -4.30973 -4.04838 2.26722
H -2.97931 -4.82463 1.42094
H -4.25221 -4.03413 0.50044
*
```

Atom charges from the Löwdin analysis, given in e for atoms 1 to 6: 0.899 -0.061 -0.242 0.095 -0.193 0.161



No. 2
Entry from the OMol25 dataset: C5H5CsO as an isolated structure at a distorted geometry (wB97M-V/def2-TZVPD).

Properties
**HOMO energy (alpha / beta)**: -10.90 / -11.42 eV
**Orbital gap (alpha / beta)**: 7.25 / 7.52 eV
**Energy**: -7850.847 eV
**LUMO (alpha / beta)**: -3.65 / -3.89 eV

```
! wB97M-V def2-TZVPD RIJCOSX def2/J DEFGRID3
* xyz 1 2
C 0.80841 -0.70594 -1.46015
C 0.04989 -0.18801 -0.40246
C 1.17111 -0.61486 0.68478
O 1.83006 0.22925 1.26030
Cs 2.58494 3.53735 1.87718
H 1.84649 -0.47409 -1.69824
H 0.28920 -1.33605 -2.18528
H 1.12006 -1.64802 1.08079
C -1.23712 -0.02296 -0.11608
C -2.46467 0.31749 0.22640
H -2.92709 -0.06794 1.14197
H -3.07128 0.97378 -0.40921
*
```

Atom charges from the Löwdin analysis, given in e for atoms 1 to 6: 0.071 -0.276 -0.199 -0.046 0.978 0.084



No. 3
Entry from the OMol25 dataset: a 2-piece molecular cluster, C4H6N2O overall (wB97M-V/def2-TZVPD).

Properties
**HOMO energy**: -9.13 eV
**Orbital gap**: 8.83 eV
**SMILES**: [H]/N=C1\C=CNC1=O.[H][H]
**Energy**: -9271.399 eV
**LUMO**: -0.30 eV

```
! wB97M-V def2-TZVPD RIJCOSX def2/J DEFGRID3
* xyz 0 1
H 1.49648 -1.08941 -1.94213
N 1.61970 -0.65408 -1.02419
C 0.49990 -0.54949 -0.43322
C -0.87675 -0.91426 -0.79451
C -1.67616 -0.46730 0.18910
N -0.96151 0.17057 1.19982
C 0.39932 0.12592 0.94167
O 1.27228 0.55081 1.65724
H -1.18709 -1.45045 -1.68077
H -2.75152 -0.55685 0.27927
H -1.34677 0.59265 2.02859
H 1.66878 2.21321 -0.57121
H 1.74787 2.18524 0.16731
*
```

Atom charges from the Löwdin analysis, given in e for atoms 1 to 6: 0.065 0.184 -0.312 -0.036 -0.084 0.093



No. 4
Entry from the OMol25 dataset: a 2-piece molecular cluster, C20H19BrNO5 overall at a distorted geometry (wB97M-V/def2-TZVPD).

Properties
**HOMO energy**: -2.72 eV
**Orbital gap**: 3.38 eV
**Energy**: -102816.104 eV
**LUMO**: 0.65 eV

```
! wB97M-V def2-TZVPD RIJCOSX def2/J DEFGRID3
* xyz -1 1
C 1.23367 -3.27233 3.98052
C 0.41441 -3.30835 2.70122
O 1.21154 -2.62024 1.71192
C 0.68831 -2.61219 0.44830
C 1.48656 -1.74293 -0.39595
C 1.41194 -1.72877 -1.79919
C 0.35831 -2.43100 -2.46638
C 0.12269 -2.29422 -3.82474
C 0.96876 -1.48623 -4.60078
Br 0.53026 -1.15231 -6.40576
C 2.11905 -0.91695 -4.02069
C 2.35662 -1.05828 -2.65721
O -0.31253 -3.27532 0.14963
H 0.61063 -3.42118 4.87115
H 1.98366 -4.07643 3.97565
H 1.76752 -2.31601 4.05825
H 0.21413 -4.34834 2.39808
H -0.55366 -2.79045 2.81709
H 2.18026 -1.09607 0.13874
H -0.25330 -3.09101 -1.86598
H -0.70926 -2.81692 -4.28093
H 2.81990 -0.38896 -4.65872
H 3.29729 -0.71494 -2.22510
C -2.06694 0.09417 4.25280
C -2.07561 -0.12561 2.75879
C -1.42921 0.91482 1.96226
C -1.41534 0.90936 0.60833
C -1.01594 2.08575 -0.13294
C -1.61086 2.41517 -1.38061
C -1.23712 3.54073 -2.09913
C -0.21829 4.38027 -1.59428
N 0.23808 5.46914 -2.38677
O 1.16871 6.19466 -1.96784
O -0.31061 5.64806 -3.50145
C 0.36248 4.11024 -0.33535
C -0.07425 3.01312 0.39253
O -2.58043 -1.13519 2.25476
H -1.78916 1.11777 4.51148
H -3.06507 -0.11505 4.64410
H -1.36907 -0.59707 4.74257
H -0.95983 1.71924 2.52391
H -1.81079 0.05542 0.05447
H -2.41689 1.78865 -1.75856
H -1.71604 3.81894 -3.03616
H 1.11822 4.79437 0.04759
H 0.32718 2.86247 1.39041
*
```

Atom charges from the Löwdin analysis, given in e for atoms 1 to 6: -0.092 -0.243 -0.069 -0.533 -0.057 -0.257



No. 5
Entry from the OMol25 dataset: C29H31N3O4Pd as an isolated structure at a distorted geometry (wB97M-V/def2-TZVPD).

Properties
**HOMO energy (alpha / beta)**: -5.77 / -6.22 eV
**Orbital gap (alpha / beta)**: 6.05 / 6.48 eV
**Energy**: -46712.646 eV
**LUMO (alpha / beta)**: 0.28 / 0.26 eV

```
! wB97M-V def2-TZVPD RIJCOSX def2/J DEFGRID3
* xyz 0 1
Pd 0.21325 0.69325 0.48119
N -2.06923 3.56099 1.39254
C -2.09072 2.59538 2.39301
C -2.71683 2.95895 3.59944
C -2.77695 2.03398 4.61587
C -2.21741 0.76398 4.42886
C -1.60654 0.50746 3.22381
N -1.52338 1.40006 2.22570
C -1.85317 3.49327 0.00830
C -2.43540 4.51569 -0.75737
C -2.28854 4.47262 -2.12596
C -1.59018 3.41141 -2.70285
C -1.04322 2.46604 -1.86128
N -1.13376 2.51838 -0.52848
H -2.56444 4.39720 1.65783
H -3.15065 3.94240 3.71460
H -3.26060 2.29140 5.54882
H -2.25922 0.00536 5.19554
H -1.13933 -0.45164 3.02185
H -3.00284 5.30246 -0.27968
H -2.72924 5.24735 -2.74033
H -1.46998 3.31908 -3.77168
H -0.49366 1.62351 -2.25528
C 2.91752 -5.91768 -0.54285
O 1.57247 -6.00029 -0.96140
C 0.80351 -4.88332 -0.81995
C -0.50648 -5.00072 -1.33584
C -1.33354 -3.92072 -1.23571
C -0.94419 -2.68439 -0.66728
C -1.86435 -1.57351 -0.68569
C -3.35981 -1.79939 -0.81475
O -1.53969 -0.37725 -0.57516
C 0.38930 -2.56920 -0.12235
O 0.85667 -1.54338 0.44947
C 1.23265 -3.72815 -0.22816
H 3.37713 -6.86834 -0.80186
H 2.98729 -5.76165 0.53749
H 3.44110 -5.10528 -1.05391
H -0.81499 -5.92328 -1.80229
H -2.32351 -4.01525 -1.65752
H -3.66455 -2.81363 -1.04016
H -3.75642 -1.11760 -1.56503
H -3.79867 -1.52001 0.14459
H 2.22246 -3.62701 0.19064
C 2.80470 0.41439 3.72969
O 1.90968 0.25113 2.61382
C 1.42908 1.24366 1.91866
C 1.84462 2.61507 2.35056
H 2.31521 0.97717 4.52414
H 3.71931 0.91480 3.41376
H 3.02375 -0.59532 4.06093
H 2.93415 2.72275 2.31312
H 1.53019 2.78641 3.38583
H 1.39031 3.36241 1.70716
C 2.08793 1.09344 -0.72152
C 1.95849 0.45366 -2.03491
C 1.66206 1.20267 -3.17876
C 1.49713 0.59858 -4.41519
C 1.62348 -0.77582 -4.54342
C 1.93629 -1.53224 -3.42157
C 2.11007 -0.92803 -2.19069
H 2.11538 2.18013 -0.70543
H 2.73503 0.59618 -0.00669
H 1.56967 2.27870 -3.09054
H 1.27028 1.20472 -5.28276
H 1.48400 -1.25156 -5.50455
H 2.03303 -2.60742 -3.50252
H 2.32427 -1.52398 -1.31587
*
```

Atom charges from the Löwdin analysis, given in e for atoms 1 to 6: 0.841 0.120 -0.288 -0.020 -0.070 -0.071



No. 6
Entry from the OMol25 dataset: one molecule with the formula C11H9NO2 at a distorted geometry (wB97M-V/def2-TZVPD).

Properties
**HOMO energy**: -8.56 eV
**Orbital gap**: 8.56 eV
**SMILES**: CC1=N[C@H]2C#C[C@H]3OCOC3=C2C=C1
**Energy**: -17132.393 eV
**LUMO**: 0.00 eV

```
! wB97M-V def2-TZVPD RIJCOSX def2/J DEFGRID3
* xyz 0 1
C -3.11566 0.74040 0.76008
C -1.81267 0.64768 0.03635
N -1.06240 1.66883 -0.02395
C 0.17754 1.61524 -0.72920
C 1.27224 2.38898 -0.14710
C 2.44091 2.13212 0.11132
C 3.31198 1.04801 -0.26010
O 4.09725 0.30730 0.63073
C 3.62993 -1.01650 0.68406
O 2.71748 -1.26111 -0.36614
C 2.09613 -0.08441 -0.61068
C 0.79970 0.18662 -0.79511
C -0.19400 -0.85924 -0.93785
C -1.46194 -0.63736 -0.56138
H -3.17698 1.68178 1.29707
H -3.21540 -0.09262 1.45539
H -3.93634 0.67828 0.04681
H -0.01590 1.99673 -1.74698
H 3.88964 1.28587 -1.16300
H 3.11953 -1.19227 1.64929
H 4.47109 -1.71377 0.58230
H 0.13720 -1.82582 -1.28967
H -2.22524 -1.39526 -0.64057
*
```

Atom charges from the Löwdin analysis, given in e for atoms 1 to 6: -0.034 -0.357 0.129 -0.282 0.055 0.054



No. 7
Entry from the OMol25 dataset: one molecule with the formula C4H6S2 at a distorted geometry (wB97M-V/def2-TZVPD).

Properties
**HOMO energy**: -8.73 eV
**Orbital gap**: 7.87 eV
**SMILES**: C=CC(=S)CS
**Energy**: -25913.928 eV
**LUMO**: -0.86 eV

```
! wB97M-V def2-TZVPD RIJCOSX def2/J DEFGRID3
* xyz 0 1
C -2.19140 -0.62196 -0.37419
C -0.85487 -0.73367 -0.34904
C -0.03904 0.43119 0.07624
S -0.51280 1.99296 -0.28751
C 1.25364 0.19411 0.66541
S 2.58150 0.11010 -0.52682
H -2.94200 -1.49737 -0.49482
H -2.64126 0.28511 0.01924
H -0.31962 -1.63863 -0.53552
H 1.72860 0.88175 1.37633
H 1.29495 -0.79307 1.23676
H 2.64230 1.38948 -0.80608
*
```

Atom charges from the Löwdin analysis, given in e for atoms 1 to 6: 0.008 -0.207 -0.823 0.705 -0.664 0.727



No. 8
Entry from the OMol25 dataset: H24O24PbS3Zn2 as an isolated structure at a distorted geometry (wB97M-V/def2-TZVPD).

Properties
**HOMO energy**: -6.30 eV
**Orbital gap**: 4.52 eV
**Energy**: -184122.934 eV
**LUMO**: -1.78 eV

```
! wB97M-V def2-TZVPD RIJCOSX def2/J DEFGRID3
* xyz 0 1
Zn 1.79092 0.97564 -2.63177
Zn 0.80570 -3.03932 -0.46080
Pb -3.19290 0.76155 -1.06648
S 2.48994 -1.57576 -2.81312
O 3.46584 -2.13971 -3.70778
O 1.98735 -2.65675 -1.90423
O 3.09410 -0.48597 -1.99391
O 1.39388 -0.89262 -3.46960
S -0.45650 2.29065 -4.48810
O 0.30771 2.01961 -3.22966
O -1.40065 1.16691 -4.65402
O -1.20345 3.53226 -4.31243
O 0.48687 2.43075 -5.59239
S 0.20067 0.14666 0.26079
O -1.26440 0.24654 0.11158
O 0.55124 -1.27711 0.34167
O 0.72333 0.66462 -0.98809
O 0.63172 0.91404 1.43657
O 2.56055 2.58571 -1.50651
H 2.77841 3.44232 -1.89735
H 3.23494 2.43303 -0.83144
O 0.09739 -0.27260 4.09213
H 0.75911 0.00922 4.73173
H 0.28510 0.25213 3.30214
O 2.90696 1.39895 2.60057
H 3.50756 0.66395 2.44791
H 2.10585 1.18788 2.07189
O -1.58639 2.65680 -1.45121
H -1.09069 2.82564 -0.62919
H -0.89124 2.60280 -2.15553
O 0.21927 3.40867 0.58917
H 1.04016 3.46126 0.08822
H 0.23408 2.52100 0.99199
O -1.44762 1.88588 3.05115
H -1.79483 1.18410 3.61407
H -0.82109 1.43469 2.46583
O -0.32715 -3.85805 1.15086
H -0.19996 -4.79797 1.32242
H -0.87386 -3.53511 1.89202
O -1.06815 -2.88040 -1.39684
H -1.24228 -3.50540 -2.11320
H -1.70366 -2.17290 -1.52674
O -1.73065 -2.19499 2.83540
H -0.90739 -1.69043 2.74642
H -1.93031 -2.15018 3.77658
O -3.54020 1.83349 1.16632
H -2.93703 1.80864 1.94319
H -4.34122 2.27019 1.47720
O 2.38194 -3.60589 0.66862
H 3.20041 -3.09292 0.68317
H 2.50603 -4.30522 1.31777
O -3.40538 -1.42326 0.24055
H -3.81282 -1.54439 1.10671
H -2.57719 -1.91861 0.29569
*
```

Atom charges from the Löwdin analysis, given in e for atoms 1 to 6: 0.745 0.728 1.681 0.300 -0.291 -0.389